Run 1
Molecular formula: C21H28N4O4
Method: DFT, ωB97M-V/def2-TZVPD

Last columns: bonded neighbours and bond lengths (Å).
Geometry (Å):
1 C 5.673 5.471 0.329  O2 1.411, H30 1.088, H31 1.093, H32 1.097
2 O 5.407 4.167 0.800  C1 1.411, C3 1.403
3 C 6.073 3.146 0.106  O2 1.403, C4 1.541, H33 1.103, H34 1.093
4 C 5.678 3.012 -1.378  C3 1.541, C5 1.524, H35 1.090, H36 1.091
5 C 4.178 3.185 -1.580  C4 1.524, O6 1.218, N7 1.351
6 O 3.739 4.219 -2.051  C5 1.218
7 N 3.362 2.180 -1.194  C5 1.351, C8 1.442, C29 1.449
8 C 3.730 0.847 -0.786  N7 1.442, C9 1.533, H37 1.087, H38 1.095
9 C 3.280 -0.166 -1.845  C8 1.533, C10 1.532, H39 1.090, H40 1.091
10 C 1.771 -0.061 -2.084  C9 1.532, O11 1.419, C28 1.535, H41 1.100
11 O 1.139 -0.490 -0.888  C10 1.419, C12 1.357
12 C -0.167 -0.857 -0.893  O11 1.357, C13 1.392, C27 1.398
13 C -1.001 -0.899 -2.006  C12 1.392, C14 1.381, H42 1.079
14 C -2.311 -1.315 -1.866  C13 1.381, C15 1.391, H43 1.080
15 C -2.832 -1.678 -0.629  C14 1.391, C16 1.490, C26 1.394
16 C -4.254 -2.123 -0.587  C15 1.490, O17 1.217, N18 1.355
17 O -4.825 -2.565 -1.567  C16 1.217
18 N -4.880 -1.956 0.604  C16 1.355, C19 1.441, H44 1.007
19 C -6.209 -2.452 0.856  N18 1.441, C20 1.539, H45 1.092, H46 1.095
20 C -6.186 -3.743 1.692  C19 1.539, C21 1.491, H47 1.091, H48 1.091
21 C -5.500 -3.519 2.997  C20 1.491, C22 1.408, C25 1.379
22 C -4.129 -3.670 3.277  C21 1.408, N23 1.318, H49 1.072
23 N -3.851 -3.328 4.519  C22 1.318, N24 1.328
24 N -5.008 -2.957 5.055  N23 1.328, C25 1.350, H50 1.007
25 C -6.032 -3.052 4.180  C21 1.379, N24 1.350, H51 1.071
26 C -1.990 -1.645 0.482  C15 1.394, C27 1.377, H52 1.081
27 C -0.679 -1.243 0.349  C12 1.398, C26 1.377, H53 1.079
28 C 1.403 1.388 -2.428  C10 1.535, C29 1.528, H54 1.090, H55 1.091
29 C 1.930 2.334 -1.350  N7 1.449, C28 1.528, H56 1.091, H57 1.095
30 H 5.242 6.149 1.063  C1 1.088
31 H 5.208 5.651 -0.643  C1 1.093
32 H 6.753 5.649 0.259  C1 1.097
33 H 7.165 3.297 0.163  C3 1.103
34 H 5.820 2.238 0.658  C3 1.093
35 H 6.033 2.056 -1.764  C4 1.090
36 H 6.154 3.808 -1.952  C4 1.091
37 H 4.802 0.763 -0.631  C8 1.087
38 H 3.221 0.619 0.157  C8 1.095
39 H 3.523 -1.174 -1.508  C9 1.090
40 H 3.798 0.027 -2.786  C9 1.091
41 H 1.494 -0.731 -2.910  C10 1.100
42 H -0.646 -0.620 -2.985  C13 1.079
43 H -2.961 -1.363 -2.726  C14 1.080
44 H -4.354 -1.638 1.402  N18 1.007
45 H -6.662 -2.648 -0.118  C19 1.092
46 H -6.786 -1.681 1.377  C19 1.095
47 H -7.213 -4.072 1.857  C20 1.091
48 H -5.657 -4.514 1.130  C20 1.091
49 H -3.356 -4.026 2.624  C22 1.072
50 H -5.043 -2.662 6.018  N24 1.007
51 H -7.037 -2.798 4.450  C25 1.071
52 H -2.335 -1.958 1.457  C26 1.081
53 H -0.018 -1.224 1.202  C27 1.079
54 H 0.320 1.497 -2.501  C28 1.090
55 H 1.845 1.645 -3.392  C28 1.091
56 H 1.733 3.372 -1.620  C29 1.091
57 H 1.448 2.107 -0.394  C29 1.095

Results
- highest occupied orbital energy (eV) = -8.684
- 2S+1 = 1
- structure (SMILES) = COCCC(=O)N1CCC(Oc2ccc(C(=O)NCCc3cn[nH]c3)cc2)CC1

Mulliken charges, unit e, in atom order: -0.655, -0.379, -0.441, -1.082, 1.084, -0.691, 0.039, -0.662, -1.191, 0.096, -0.354, 0.762, -0.061, -1.216, 0.864, 0.283, -0.681, -0.138, -0.905, -0.652, 0.684, -0.614, -0.825, 0.239, -0.763, -0.395, -1.049, -0.693, -1.063, 0.236, 0.260, 0.307, 0.401, 0.338, 0.439, 0.349, 0.485, 0.135, 0.452, 0.386, 0.375, 0.349, 0.438, 0.255, 0.412, 0.392, 0.376, 0.315, 0.619, 0.192, 0.487, 0.296, 0.428, 0.482, 0.437, 0.481, 0.337

---

Run 2
Molecular formula: C21H28N4O4
Method: DFT, ωB97M-V/def2-TZVPD

Last columns: bonded neighbours and bond lengths (Å).
Geometry (Å):
1 C 3.983 -7.964 1.762  O2 1.405, H30 1.097, H31 1.097, H32 1.089
2 O 4.488 -6.710 1.380  C1 1.405, C3 1.408
3 C 3.936 -6.192 0.194  O2 1.408, C4 1.534, H33 1.098, H34 1.092
4 C 2.520 -5.630 0.372  C3 1.534, C5 1.518, H35 1.093, H36 1.092
5 C 2.043 -4.986 -0.917  C4 1.518, O6 1.217, N7 1.356
6 O 2.675 -5.055 -1.954  C5 1.217
7 N 0.855 -4.336 -0.850  C5 1.356, C8 1.451, C29 1.449
8 C 0.394 -3.607 -2.017  N7 1.451, C9 1.523, H37 1.096, H38 1.092
9 C -0.095 -2.221 -1.617  C8 1.523, C10 1.541, H39 1.092, H40 1.090
10 C -1.295 -2.312 -0.654  C9 1.541, O11 1.421, C28 1.533, H41 1.099
11 O -1.189 -1.357 0.394  C10 1.421, C12 1.356
12 C -1.458 -0.048 0.162  O11 1.356, C13 1.398, C27 1.392
13 C -1.303 0.797 1.265  C12 1.398, C14 1.377, H42 1.079
14 C -1.573 2.143 1.168  C13 1.377, C15 1.394, H43 1.081
15 C -2.003 2.689 -0.041  C14 1.394, C16 1.487, C26 1.390
16 C -2.301 4.134 -0.228  C15 1.487, O17 1.222, N18 1.351
17 O -2.159 4.693 -1.306  C16 1.222
18 N -2.782 4.777 0.858  C16 1.351, C19 1.455, H44 1.006
19 C -3.083 6.201 0.828  N18 1.455, C20 1.491, H45 1.089, H46 1.096
20 C -1.840 7.025 0.825  C19 1.491, N21 1.308, N25 1.358
21 N -1.386 7.765 1.803  C20 1.308, C22 1.360
22 C -0.223 8.304 1.347  N21 1.360, C23 1.369, H47 1.071
23 C 0.037 7.877 0.073  C22 1.369, C24 1.485, N25 1.368
24 C 1.153 8.157 -0.866  C23 1.485, H48 1.090, H49 1.090, H50 1.086
25 N -1.011 7.061 -0.251  C20 1.358, C23 1.368, H51 1.012
26 C -2.128 1.851 -1.143  C15 1.390, C27 1.381, H52 1.080
27 C -1.868 0.497 -1.052  C12 1.392, C26 1.381, H53 1.078
28 C -1.327 -3.685 0.027  C10 1.533, C29 1.524, H54 1.090, H55 1.090
29 C 0.081 -4.165 0.363  N7 1.449, C28 1.524, H56 1.093, H57 1.098
30 H 2.939 -7.908 2.093  C1 1.097
31 H 4.055 -8.687 0.941  C1 1.097
32 H 4.598 -8.302 2.595  C1 1.089
33 H 3.930 -6.952 -0.598  C3 1.098
34 H 4.605 -5.385 -0.114  C3 1.092
35 H 1.830 -6.434 0.642  C4 1.093
36 H 2.526 -4.896 1.180  C4 1.092
37 H -0.406 -4.163 -2.521  C8 1.096
38 H 1.241 -3.538 -2.703  C8 1.092
39 H 0.713 -1.693 -1.107  C9 1.092
40 H -0.350 -1.656 -2.514  C9 1.090
41 H -2.242 -2.160 -1.188  C10 1.099
42 H -0.965 0.364 2.194  C13 1.079
43 H -1.412 2.770 2.033  C14 1.081
44 H -2.811 4.308 1.747  N18 1.006
45 H -3.684 6.455 1.699  C19 1.089
46 H -3.650 6.399 -0.088  C19 1.096
47 H 0.352 8.965 1.964  C22 1.071
48 H 1.642 7.230 -1.168  C24 1.090
49 H 0.786 8.654 -1.764  C24 1.090
50 H 1.885 8.800 -0.386  C24 1.086
51 H -1.148 6.519 -1.094  N25 1.012
52 H -2.438 2.281 -2.083  C26 1.080
53 H -1.985 -0.117 -1.930  C27 1.078
54 H -1.906 -3.601 0.947  C28 1.090
55 H -1.818 -4.407 -0.625  C28 1.090
56 H 0.016 -5.117 0.896  C29 1.093
57 H 0.557 -3.431 1.026  C29 1.098

Results
- highest occupied orbital energy (eV) = -8.186
- 2S+1 = 1
- structure (SMILES) = COCCC(=O)N1CCC(Oc2ccc(C(=O)NCc3ncc(C)[nH]3)cc2)CC1

Mulliken charges, unit e, in atom order: -0.672, -0.377, -0.607, -0.393, 0.582, -0.684, 0.219, -1.217, -0.496, 0.275, -0.403, 0.690, -0.802, -0.736, 0.613, 0.474, -0.723, -0.157, -0.889, 0.579, -0.738, -0.480, 0.511, -1.211, 0.057, -0.921, -0.112, -1.473, -0.712, 0.253, 0.299, 0.247, 0.362, 0.323, 0.310, 0.271, 0.289, 0.481, 0.264, 0.488, 0.444, 0.432, 0.353, 0.238, 0.375, 0.280, 0.422, 0.297, 0.298, 0.301, 0.219, 0.409, 0.335, 0.440, 0.462, 0.536, 0.375

---

Which one sits at the top of the stability order? run 2 does.